73
Properties=species:S:1:pos:R:3:mulliken_charge:R:1 method="wB97M-V/def2-TZVPD" mol_weight_da=912.097 multiplicity=3 de_lowest_kcal_mol=7.01 energy_ev=-120368.6265 s2=2.0190 total_charge=+2
Au -2.256 0.021 -0.901 1.07
N 3.001 -1.994 -6.241 -0.46
C 1.787 -1.640 -5.790 1.09
C 1.642 -0.476 -5.000 -0.88
C 0.397 -0.099 -4.560 -0.27
C -0.719 -0.848 -4.910 -0.17
C -0.599 -2.029 -5.631 -0.26
C 0.644 -2.424 -6.073 -0.83
S -2.308 -0.240 -4.380 1.00
O -2.240 1.187 -4.269 -0.61
O -3.373 -0.830 -5.110 -0.63
N -2.316 -0.808 -2.797 -0.40
C -2.935 -1.950 -2.511 0.60
N -3.176 -2.923 -3.376 -0.38
C -3.886 -3.954 -2.981 -0.06
C -4.348 -4.085 -1.672 -0.95
C -3.992 -3.071 -0.798 0.11
N -3.288 -2.033 -1.210 -0.32
H 3.798 -1.406 -6.056 0.19
H 3.133 -2.802 -6.830 0.20
H 2.515 0.116 -4.767 0.31
H 0.250 0.781 -3.957 0.31
H -1.485 -2.603 -5.851 0.50
H 0.756 -3.325 -6.658 0.32
H -4.086 -4.707 -3.731 0.45
H -4.928 -4.933 -1.350 0.40
H -4.290 -3.087 0.243 0.32
Cl 3.628 3.917 0.148 -0.16
C 2.844 2.950 1.336 0.28
C 2.641 1.595 1.104 -0.93
C 1.969 0.842 2.049 0.02
C 1.491 1.409 3.225 -0.30
C 0.717 0.571 4.217 0.08
C -0.762 1.048 4.310 -0.80
N -1.539 0.597 3.186 0.30
C -2.541 -0.327 3.232 -0.09
C -2.988 -0.482 1.957 -0.93
N -2.263 0.330 1.138 -0.57
C -1.400 0.970 1.908 -0.05
O 1.328 0.657 5.484 -0.32
C 1.492 -0.569 6.169 -0.75
C 2.449 -1.488 5.464 0.29
C 2.100 -2.683 4.872 0.57
Cl 0.556 -3.397 4.847 -0.01
S 3.456 -3.471 4.113 -0.02
C 4.475 -2.178 4.575 -0.25
C 3.817 -1.207 5.277 -0.47
C 1.753 2.763 3.463 0.82
Cl 1.265 3.523 4.927 -0.15
C 2.421 3.532 2.521 -0.85
H 3.005 1.140 0.197 0.49
H 1.811 -0.211 1.865 0.48
H 0.713 -0.472 3.871 0.09
H -0.782 2.138 4.369 0.31
H -1.204 0.640 5.221 0.28
H -2.862 -0.797 4.139 0.45
H -3.783 -1.087 1.579 0.47
H -0.693 1.691 1.552 0.69
H 0.528 -1.071 6.317 0.38
H 1.901 -0.289 7.142 0.37
H 5.515 -2.206 4.312 0.48
H 4.290 -0.319 5.655 0.49
H 2.608 4.576 2.716 0.51
C -0.607 3.542 -3.484 -0.95
S -1.500 3.235 -1.928 0.52
C -0.444 4.348 -0.919 -0.90
O -1.024 1.874 -1.437 -0.58
H -0.753 4.588 -3.732 0.51
H -1.052 2.908 -4.244 0.29
H 0.449 3.331 -3.365 0.32
H -0.509 5.347 -1.333 0.49
H 0.578 3.987 -0.954 0.15
H -0.797 4.365 0.106 0.33